ORCA calculation (wB97M-V/def2-TZVPD) on a 6-piece molecular cluster, C33H79O23P5 overall at a distorted geometry.

Calculated values
maximum force	5.16	eV/A
electronic energy	-4742.50437	Ha
gap between HOMO and LUMO	10.37	eV
LUMO	0.3	eV
HOMO energy	-0.37172	Ha
spin multiplicity	1

Bonds (Å) are listed after each position.
Positions of all 140 atoms, in Å:
1 C -4.5451 0.9123 -1.7687  C2 1.528, H12 1.090, H13 1.090, H14 1.090
2 C -4.4885 2.4314 -1.9197  C1 1.528, O3 1.455, H15 1.090, H16 1.090
3 O -3.1239 2.7885 -2.2764  C2 1.455, P4 1.626
4 P -2.6765 4.3516 -2.2342  O3 1.626, O5 1.519, O6 1.613, O9 1.635
5 O -3.6377 5.2373 -3.0088  P4 1.519
6 O -1.1889 4.2374 -2.8467  P4 1.613, C7 1.423
7 C -0.2131 3.4928 -2.1262  O6 1.423, C8 1.555, H17 1.090, H18 1.090
8 C 1.1674 3.8158 -2.7639  C7 1.555, H19 1.090, H20 1.090, H21 1.090
9 O -2.4831 4.6969 -0.6480  P4 1.635, C10 1.393
10 C -2.6791 6.0232 -0.2702  O9 1.393, C11 1.534, H22 1.090, H23 1.090
11 C -1.7143 6.2997 0.8897  C10 1.534, H24 1.090, H25 1.090, H26 1.090
12 H -4.5078 0.4998 -2.7769  C1 1.090
13 H -3.6468 0.5189 -1.2929  C1 1.090
14 H -5.4802 0.5000 -1.3896  C1 1.090
15 H -5.2142 2.6899 -2.6909  C2 1.090
16 H -4.8250 2.9283 -1.0098  C2 1.090
17 H -0.3367 3.7197 -1.0673  C7 1.090
18 H -0.3580 2.4326 -2.3338  C7 1.090
19 H 1.5220 4.8171 -2.5196  C8 1.090
20 H 2.0128 3.2178 -2.4236  C8 1.090
21 H 1.0956 3.6962 -3.8449  C8 1.090
22 H -2.7237 6.7437 -1.0869  C10 1.090
23 H -3.6799 6.1644 0.1378  C10 1.090
24 H -0.6701 6.0955 0.6533  C11 1.090
25 H -1.8316 7.2627 1.3868  C11 1.090
26 H -2.0688 5.6872 1.7188  C11 1.090
27 C 5.7670 -1.4772 -0.3587  C28 1.600, H38 1.090, H39 1.090, H40 1.090
28 C 5.2552 -2.8959 0.1758  C27 1.600, O29 1.416, H41 1.090, H42 1.090
29 O 4.0075 -3.2915 -0.3631  C28 1.416, P30 1.618
30 P 3.4542 -4.7747 -0.0280  O29 1.618, O31 1.494, O32 1.662, O35 1.613
31 O 4.4879 -5.8460 -0.1537  P30 1.494
32 O 2.7390 -4.6011 1.4618  P30 1.662, C33 1.442
33 C 1.8016 -3.5228 1.6545  O32 1.442, C34 1.527, H43 1.090, H44 1.090
34 C 0.3449 -3.8398 1.3249  C33 1.527, H45 1.090, H46 1.090, H47 1.090
35 O 2.2458 -4.8670 -1.0929  P30 1.613, C36 1.431
36 C 2.5558 -4.7602 -2.4863  O35 1.431, C37 1.508, H48 1.090, H49 1.090
37 C 1.2273 -4.3578 -3.0766  C36 1.508, H50 1.090, H51 1.090, H52 1.090
38 H 6.0319 -1.4570 -1.4158  C27 1.090
39 H 5.0188 -0.6847 -0.3418  C27 1.090
40 H 6.6158 -1.1429 0.2379  C27 1.090
41 H 6.0364 -3.6388 0.0149  C28 1.090
42 H 5.1565 -2.7797 1.2551  C28 1.090
43 H 1.9201 -3.2306 2.6979  C33 1.090
44 H 2.0490 -2.7530 0.9236  C33 1.090
45 H -0.0077 -4.7002 1.8936  C34 1.090
46 H -0.3234 -3.0118 1.5615  C34 1.090
47 H 0.1513 -4.1083 0.2864  C34 1.090
48 H 3.4362 -4.1405 -2.6562  C36 1.090
49 H 2.8181 -5.6919 -2.9875  C36 1.090
50 H 0.3911 -4.8969 -2.6314  C37 1.090
51 H 1.0089 -3.3005 -2.9268  C37 1.090
52 H 1.2372 -4.5393 -4.1514  C37 1.090
53 C 7.5094 2.5242 0.0387  C54 1.519, H64 1.090, H65 1.090, H66 1.090
54 C 6.4031 3.1414 0.8774  C53 1.519, O55 1.392, H67 1.090, H68 1.090
55 O 5.4034 2.2019 1.1154  C54 1.392, P56 1.641
56 P 3.8053 2.5682 1.0560  O55 1.641, O57 1.494, O58 1.653, O61 1.652
57 O 3.3312 2.8046 -0.3411  P56 1.494
58 O 3.0474 1.2774 1.7571  P56 1.653, C59 1.470
59 C 3.3940 0.8261 3.1119  O58 1.470, C60 1.515, H69 1.090, H70 1.090
60 C 4.1734 -0.4663 2.9777  C59 1.515, H71 1.090, H72 1.090, H73 1.090
61 O 3.6485 3.7815 2.1659  P56 1.652, C62 1.437
62 C 2.5432 4.6958 2.0728  O61 1.437, C63 1.540, H74 1.090, H75 1.090
63 C 1.2427 3.8904 2.2540  C62 1.540, H76 1.090, H77 1.090, H78 1.090
64 H 8.3794 2.5657 0.6940  C53 1.090
65 H 7.2988 1.4868 -0.2211  C53 1.090
66 H 7.7183 3.0126 -0.9131  C53 1.090
67 H 6.8010 3.4325 1.8495  C54 1.090
68 H 6.0077 4.0205 0.3686  C54 1.090
69 H 3.7995 1.5671 3.8008  C59 1.090
70 H 2.4383 0.5583 3.5626  C59 1.090
71 H 4.8595 -0.4768 2.1308  C60 1.090
72 H 4.7917 -0.6342 3.8596  C60 1.090
73 H 3.4074 -1.2343 2.8709  C60 1.090
74 H 2.5601 5.4169 2.8899  C62 1.090
75 H 2.4967 5.2532 1.1373  C62 1.090
76 H 1.2151 3.0893 1.5155  C63 1.090
77 H 1.2713 3.3533 3.2020  C63 1.090
78 H 0.4071 4.5900 2.2320  C63 1.090
79 C -6.2536 -2.6980 -2.6753  C80 1.497, H90 1.090, H91 1.090, H92 1.090
80 C -6.2822 -2.2378 -4.1000  C79 1.497, O81 1.421, H93 1.090, H94 1.090
81 O -6.1011 -3.4506 -4.8186  C80 1.421, P82 1.562
82 P -4.6866 -3.6789 -5.4416  O81 1.562, O83 1.460, O84 1.654, O87 1.643
83 O -4.4719 -3.1099 -6.7688  P82 1.460
84 O -3.5741 -3.1773 -4.3255  P82 1.654, C85 1.477
85 C -2.7673 -1.9732 -4.6087  O84 1.477, C86 1.583, H95 1.090, H96 1.090
86 C -1.3765 -2.4614 -5.1864  C85 1.583, H97 1.090, H98 1.090, H99 1.090
87 O -4.4954 -5.3094 -5.3813  P82 1.643, C88 1.432
88 C -4.5218 -6.0174 -4.1373  O87 1.432, C89 1.537, H100 1.090, H101 1.090
89 C -5.9913 -6.3110 -3.7960  C88 1.537, H102 1.090, H103 1.090, H104 1.090
90 H -6.3831 -1.8750 -1.9724  C79 1.090
91 H -7.0583 -3.4276 -2.5840  C79 1.090
92 H -5.3387 -3.1960 -2.3543  C79 1.090
93 H -7.2608 -1.8238 -4.3432  C80 1.090
94 H -5.5660 -1.4306 -4.2533  C80 1.090
95 H -3.2950 -1.2597 -5.2415  C85 1.090
96 H -2.4828 -1.4691 -3.6851  C85 1.090
97 H -1.5049 -2.8570 -6.1939  C86 1.090
98 H -0.6095 -1.6885 -5.2371  C86 1.090
99 H -0.9411 -3.3676 -4.7651  C86 1.090
100 H -3.9424 -6.9220 -4.3219  C88 1.090
101 H -4.1316 -5.3538 -3.3655  C88 1.090
102 H -6.4419 -6.7903 -4.6651  C89 1.090
103 H -6.0928 -6.8236 -2.8394  C89 1.090
104 H -6.5998 -5.4622 -3.4838  C89 1.090
105 C 0.9017 1.3478 7.8254  C106 1.509, H116 1.090, H117 1.090, H118 1.090
106 C 0.9282 2.4600 6.8059  C105 1.509, O107 1.402, H119 1.090, H120 1.090
107 O 0.8306 2.0130 5.4804  C106 1.402, P108 1.620
108 P -0.6127 1.5272 4.9290  O107 1.620, O109 1.487, O110 1.603, O113 1.614
109 O -1.6835 1.2023 5.9089  P108 1.487
110 O -0.1307 0.2458 4.0954  P108 1.603, C111 1.435
111 C -0.1221 -0.9939 4.8172  O110 1.435, C112 1.580, H121 1.090, H122 1.090
112 C -1.4056 -1.7062 4.2331  C111 1.580, H123 1.090, H124 1.090, H125 1.090
113 O -0.9213 2.6498 3.8111  P108 1.614, C114 1.385
114 C -2.1538 2.5597 3.1849  O113 1.385, C115 1.512, H126 1.090, H127 1.090
115 C -1.8033 2.2315 1.7516  C114 1.512, H128 1.090, H129 1.090, H130 1.090
116 H -0.1078 0.9619 7.9665  C105 1.090
117 H 1.5839 0.5871 7.4459  C105 1.090
118 H 1.2809 1.7548 8.7628  C105 1.090
119 H 0.2562 3.3132 6.8979  C106 1.090
120 H 1.9525 2.8317 6.8309  C106 1.090
121 H 0.7281 -1.6137 4.5323  C111 1.090
122 H -0.1783 -0.9455 5.9047  C111 1.090
123 H -2.1955 -1.2579 4.8358  C112 1.090
124 H -1.5531 -1.5934 3.1590  C112 1.090
125 H -1.5218 -2.7764 4.4040  C112 1.090
126 H -2.7488 1.7166 3.5360  C114 1.090
127 H -2.7030 3.4834 3.3674  C114 1.090
128 H -1.2415 3.0559 1.3125  C115 1.090
129 H -1.2650 1.2894 1.6474  C115 1.090
130 H -2.6717 2.2191 1.0930  C115 1.090
131 C 1.2480 -0.0813 -0.3221  C132 1.555, O136 1.382, H137 1.090, H138 1.090
132 C 1.3292 0.1777 -1.8530  C131 1.555, O133 1.420, H139 1.090, H140 1.090
133 O 0.1153 -0.4251 -2.2774  C132 1.420, C134 1.316
134 C -0.5279 -1.0268 -1.3002  O133 1.316, O135 1.262, O136 1.295
135 O -1.6608 -1.5672 -1.4308  C134 1.262
136 O 0.1042 -0.8449 -0.1844  C131 1.382, C134 1.295
137 H 1.1625 0.8236 0.2795  C131 1.090
138 H 2.1746 -0.5525 0.0059  C131 1.090
139 H 2.2273 -0.3272 -2.2086  C132 1.090
140 H 1.4711 1.2357 -2.0734  C132 1.090

Mulliken atomic charge list, values in e, 99 entries: atom 1 (C): -0.97, atom 2 (C): -0.32, atom 3 (O): 0.12, atom 4 (P): 0.29, atom 5 (O): -0.78, atom 6 (O): -0.45, atom 7 (C): 1.05, atom 8 (C): -1.28, atom 9 (O): 0.13, atom 10 (C): -0.55, atom 11 (C): -0.79, atom 12 (H): 0.15, atom 13 (H): 0.13, atom 14 (H): 0.49, atom 15 (H): 0.37, atom 16 (H): 0.31, atom 17 (H): -0.13, atom 18 (H): 0.03, atom 19 (H): 0.38, atom 20 (H): 0.13, atom 21 (H): 0.28, atom 22 (H): 0.49, atom 23 (H): 0.27, atom 24 (H): 0.18, atom 25 (H): 0.48, atom 26 (H): 0.04, atom 27 (C): -1.05, atom 28 (C): -0.51, atom 29 (O): 0.12, atom 30 (P): 0.60, atom 31 (O): -0.82, atom 32 (O): -0.45, atom 33 (C): 0.71, atom 34 (C): -1.09, atom 35 (O): -0.10, atom 36 (C): -0.30, atom 37 (C): -0.90, atom 38 (H): 0.47, atom 39 (H): 0.09, atom 40 (H): 0.38, atom 41 (H): 0.40, atom 42 (H): 0.33, atom 43 (H): 0.31, atom 44 (H): -0.25, atom 45 (H): 0.48, atom 46 (H): 0.10, atom 47 (H): 0.12, atom 48 (H): 0.31, atom 49 (H): 0.29, atom 50 (H): 0.31, atom 51 (H): 0.02, atom 52 (H): 0.49, atom 53 (C): -1.01, atom 54 (C): -0.29, atom 55 (O): -0.09, atom 56 (P): 0.14, atom 57 (O): -0.52, atom 58 (O): 0.45, atom 59 (C): 0.27, atom 60 (C): -0.76, atom 61 (O): -0.29, atom 62 (C): -0.72, atom 63 (C): 0.11, atom 64 (H): 0.32, atom 65 (H): 0.11, atom 66 (H): 0.33, atom 67 (H): 0.35, atom 68 (H): 0.30, atom 69 (H): 0.45, atom 70 (H): -0.39, atom 71 (H): -0.01, atom 72 (H): 0.43, atom 73 (H): 0.06, atom 74 (H): 0.42, atom 75 (H): 0.30, atom 76 (H): -0.39, atom 77 (H): 0.06, atom 78 (H): 0.51, atom 79 (C): -0.93, atom 80 (C): -0.16, atom 81 (O): -0.26, atom 82 (P): 0.43, atom 83 (O): -0.77, atom 84 (O): 0.16, atom 85 (C): 0.27, atom 86 (C): -1.30, atom 87 (O): -0.36, atom 88 (C): 0.08, atom 89 (C): -1.02, atom 90 (H): 0.36, atom 91 (H): 0.31, atom 92 (H): 0.15, atom 93 (H): 0.43, atom 94 (H): 0.11, atom 95 (H): 0.42, atom 96 (H): -0.16, atom 97 (H): 0.43, atom 98 (H): 0.39, atom 99 (H): 0.16